Formula: C36H24BCl3F2N7OTc
Source: the OMol25 dataset
Level of theory: wB97M-V/def2-TZVPD

XYZ file:
```
75
C36H24BCl3F2N7OTc, DFT wB97M-V/def2-TZVPD
Tc -0.42 1.16 0.15
C 1.62 4.79 1.34
C 0.66 3.96 0.79
N 0.94 2.68 0.48
C 2.21 2.26 0.74
C 3.14 3.12 1.31
N 2.85 4.37 1.61
C 2.46 0.88 0.36
C 3.69 0.26 0.49
C 3.89 -1.04 0.02
C 2.83 -1.57 -0.73
C 1.62 -0.92 -0.80
N 1.37 0.25 -0.17
C 0.54 -1.45 -1.64
C 0.43 -2.79 -2.01
N -0.52 -3.21 -2.82
C -1.38 -2.32 -3.27
C -1.30 -0.98 -2.89
N -0.35 -0.55 -2.08
C 5.12 -1.80 0.29
C 6.16 -1.28 1.05
C 7.24 -2.09 1.38
N 7.34 -3.34 1.00
C 6.38 -3.85 0.25
C 5.26 -3.13 -0.13
H 1.40 5.82 1.57
H -0.35 4.30 0.62
H 4.14 2.80 1.55
H 4.49 0.80 0.98
H 2.97 -2.49 -1.27
H 1.09 -3.55 -1.62
H -2.14 -2.69 -3.94
H -2.00 -0.25 -3.27
H 6.15 -0.26 1.40
H 8.05 -1.71 1.98
H 6.50 -4.88 -0.06
H 4.51 -3.61 -0.74
Cl -5.00 6.10 -2.96
C -4.14 4.95 -2.02
C -3.01 4.33 -2.54
C -2.31 3.44 -1.76
Cl -0.90 2.66 -2.37
C -2.69 3.12 -0.43
O -2.02 2.29 0.29
C -3.88 3.75 0.04
Cl -4.42 3.32 1.61
C -4.58 4.65 -0.73
H -2.68 4.54 -3.54
H -5.47 5.11 -0.34
C -5.70 -0.25 0.09
C -4.89 0.35 -0.86
C -3.52 0.22 -0.78
C -2.92 -0.51 0.25
C -3.75 -1.14 1.19
C -5.12 -1.00 1.11
N -1.54 -0.55 0.38
C -0.99 -1.76 0.80
C 0.17 -1.82 1.58
C 0.80 -3.02 1.84
C 0.30 -4.20 1.33
C -0.89 -4.17 0.61
C -1.53 -2.98 0.36
H -6.77 -0.14 0.04
H -5.33 0.92 -1.66
H -2.90 0.67 -1.54
H -3.32 -1.71 2.00
H -5.75 -1.46 1.86
H 0.57 -0.91 2.02
H 1.69 -3.03 2.46
H 0.81 -5.14 1.50
H -1.33 -5.09 0.24
H -2.43 -2.96 -0.24
F -1.47 1.19 2.99
B -0.38 1.19 2.27
F 0.72 1.33 3.01
```

Its expectation value of S² is 3.798. As for the HOMO energy (alpha / beta): -10.365 / -10.580 eV. Its net charge is +1. The calculation puts the total energy at -96074.9055 eV. Its spin multiplicity is 4.